(1)
C15H15NO7PdS3 as an isolated structure. Source: the Open Molecules 2025 dataset; level of theory: wB97M-V/def2-TZVPD.

Computed properties:
lowest unoccupied orbital energy (spin up / spin down) = 0.33 / -3.46 eV
2S+1 = 5

Cartesian coordinates (Å):
Pd: 0.82497 -0.68172 0.92930
C: -0.99624 -2.23399 2.75466
C: -0.89671 -3.59117 2.49727
C: 0.31282 -4.25099 2.67880
C: 1.43364 -3.55714 3.10871
C: 1.34254 -2.19621 3.37169
C: 0.12521 -1.52560 3.20128
H: -1.93526 -1.71444 2.62412
H: -1.76424 -4.13749 2.15145
H: 0.38301 -5.31044 2.46953
H: 2.37659 -4.07160 3.24035
H: 2.20376 -1.65126 3.73973
H: 0.03203 -0.48981 3.50534
C: -0.00064 5.21774 -3.09545
C: -0.43674 4.03096 -2.28210
C: 0.20494 3.70630 -1.09084
C: -0.19660 2.61639 -0.33697
C: -1.25907 1.84332 -0.78018
C: -1.92288 2.15126 -1.96079
C: -1.50635 3.24277 -2.70228
S: -1.70300 0.37790 0.08678
O: -3.09097 0.12056 -0.15230
O: -1.20512 0.52510 1.46206
N: -0.75161 -0.79789 -0.45900
C: -0.93297 -1.39460 -1.68010
C: -0.44384 -3.95612 -1.35318
O: -1.13349 -4.27476 -2.22655
O: 0.28348 -3.76003 -0.46879
H: 0.98297 5.56817 -2.78665
H: -0.70386 6.04466 -2.97824
H: 0.04084 4.97055 -4.15640
H: 1.03706 4.31014 -0.75030
H: 0.30688 2.37416 0.58924
H: -2.75970 1.54605 -2.28200
H: -2.02043 3.48883 -3.62375
H: -0.07045 -1.50487 -2.32790
H: -1.91605 -1.33096 -2.13178
O: 2.12014 0.42017 -0.73525
S: 3.24609 0.29945 0.20969
O: 4.53198 0.66738 -0.26673
O: 2.86482 0.71349 1.55671
S: 2.99244 -1.80422 0.45084



(2)
C15H16AuCl5NOSSi as an isolated structure. Source: the Open Molecules 2025 dataset; level of theory: wB97M-V/def2-TZVPD.

Computed properties:
lowest unoccupied orbital energy = 2.49 eV
charge = -1
2S+1 = 1

Cartesian coordinates (Å):
Au: -0.10986 -0.99703 0.52173
S: -1.48498 0.34123 1.87218
C: -2.74850 0.82004 0.74958
C: -3.84211 1.53790 1.26624
C: -4.85077 1.93460 0.41782
C: -4.76649 1.61208 -0.93488
C: -3.65270 0.90860 -1.35286
N: -2.66157 0.51956 -0.55204
H: -3.87486 1.76562 2.32320
H: -5.69952 2.48829 0.80197
H: -5.53616 1.89988 -1.63803
H: -3.53749 0.63885 -2.39882
Cl: 0.60353 -0.05641 -2.49532
C: 1.23351 -1.61620 -2.08096
C: 0.97796 -2.12801 -0.81198
C: 1.53012 -3.36498 -0.51478
Cl: 1.31758 -4.01799 1.07998
C: 2.27660 -4.09314 -1.43966
Cl: 2.93433 -5.63637 -1.02970
C: 2.49270 -3.56706 -2.70810
Cl: 3.39938 -4.45790 -3.87646
C: 1.97243 -2.31619 -3.03089
Cl: 2.24487 -1.65722 -4.60280
C: 0.93641 2.70496 0.19631
Si: 1.94364 1.54974 1.29169
C: 1.66033 2.07858 3.07918
C: 3.75899 1.87951 0.90137
O: 1.62238 -0.01376 1.06916
H: 1.20325 3.75313 0.36284
H: -0.13034 2.58396 0.39688
H: 1.10792 2.47570 -0.85854
H: 1.96181 3.11647 3.25131
H: 2.22819 1.44138 3.76274
H: 0.60244 1.98370 3.33446
H: 4.02850 2.92223 1.09327
H: 3.96916 1.66002 -0.14873
H: 4.40834 1.24250 1.50766
C: -1.67821 -2.29493 0.30628
H: -1.66482 -2.81833 -0.64973
H: -2.63979 -1.80664 0.42566
H: -1.53620 -3.01634 1.11276



(3)
One molecule with the formula C15H16BrNO2. Source: the Open Molecules 2025 dataset; level of theory: wB97M-V/def2-TZVPD.

Computed properties:
lowest unoccupied orbital energy = 0.32 eV
structure (SMILES) = O=C(NCCCCc1ccccc1)c1ccc(Br)o1
2S+1 = 1

Cartesian coordinates (Å):
O: 1.52865 -2.18877 1.84628
C: 2.23374 -1.69318 0.83155
N: 2.00517 -1.86751 -0.49378
C: 0.77644 -2.97018 -1.05139
C: -0.36622 -2.07796 -1.60134
C: -0.98237 -0.87804 -0.87298
C: -2.12170 -0.02348 -1.62243
C: -2.54176 0.78693 -0.75471
C: -3.60702 0.80740 0.25210
C: -4.11429 1.69318 0.92829
C: -3.58932 2.93167 1.17918
C: -2.42020 3.05980 0.25746
C: -2.01957 2.17640 -0.55375
C: 3.20445 -0.54714 1.02625
C: 3.60347 -0.27018 2.34691
C: 4.72949 0.64976 1.96464
C: 4.72633 0.81471 0.47951
Br: 5.80039 1.70701 -0.64896
O: 3.77349 -0.15335 -0.11998
H: 2.41736 -1.49069 -1.20100
H: 1.22210 -3.57098 -1.54756
H: 0.33517 -3.41705 0.00366
H: 0.04892 -1.66409 -2.37367
H: -1.11016 -2.65808 -2.11114
H: -1.31800 -1.40244 0.10923
H: -0.21181 -0.00806 -0.43242
H: -1.65517 0.36392 -2.25471
H: -2.81968 -0.63300 -2.05335
H: -4.09461 -0.14388 0.27640
H: -5.05232 1.59672 1.87137
H: -3.93632 3.73287 1.61874
H: -2.02455 4.24645 0.31479
H: -1.04895 2.54504 -1.36122
H: 3.33283 -0.58584 3.22027
H: 5.29601 1.13203 2.52774



(4)
One molecule with the formula C15H16FN5O3S. Source: the Open Molecules 2025 dataset; level of theory: wB97M-V/def2-TZVPD.

Computed properties:
lowest unoccupied orbital energy = 0.33 eV
structure (SMILES) = CCCc1nc2nc(C)c(NS(=O)(=O)c3ccc(F)cc3)c(=O)n2[nH]1
2S+1 = 1

Cartesian coordinates (Å):
C: 0.13069 -3.29772 2.72541
C: 1.51352 -3.46441 2.10933
C: 1.43173 -3.82107 0.61699
C: 0.78340 -2.73756 -0.15746
N: -0.37979 -2.81012 -0.74182
C: -0.61725 -1.59680 -1.29081
N: -1.64721 -1.18676 -1.96564
C: -1.65540 0.10409 -2.34273
C: -2.87949 0.55075 -3.07344
C: -0.62016 0.98636 -2.07539
N: -0.66578 2.36016 -2.40165
S: -1.33957 3.33213 -1.18652
O: -2.68247 2.89316 -0.91135
O: -1.14954 4.68899 -1.59148
C: -0.30523 2.90784 0.20108
C: 0.90970 3.54139 0.36586
C: 1.76467 3.11154 1.36515
C: 1.37105 2.04506 2.15595
F: 2.21423 1.58890 3.10375
C: 0.14549 1.41616 2.00864
C: -0.70420 1.86211 1.01120
C: 0.57350 0.56812 -1.39425
O: 1.58999 1.18464 -1.12010
N: 0.45506 -0.76987 -1.01672
N: 1.34152 -1.51111 -0.29813
H: -0.43929 -4.21843 2.63289
H: -0.42499 -2.50823 2.22471
H: 0.21436 -3.04771 3.78005
H: 2.04776 -4.26371 2.62481
H: 2.08832 -2.54455 2.23788
H: 0.83881 -4.72508 0.48266
H: 2.43698 -3.99351 0.22614
H: -2.62516 0.91798 -4.06734
H: -3.36025 1.35567 -2.51857
H: -3.55930 -0.29037 -3.16390
H: -1.12433 2.56390 -3.27936
H: 1.17204 4.34722 -0.29913
H: 2.72889 3.56765 1.52076
H: -0.12090 0.59510 2.65628
H: -1.67071 1.41143 0.84632
H: 2.21931 -1.11331 -0.00008



(5)
One molecule with the formula C15H16N4OS. Source: the Open Molecules 2025 dataset; level of theory: wB97M-V/def2-TZVPD.

Computed properties:
lowest unoccupied orbital energy = 0.10 eV
structure (SMILES) = O=C(CSc1ccc(-c2cccnc2)nn1)N1CCCC1
2S+1 = 1

Cartesian coordinates (Å):
O: -2.86312 -0.76234 -1.82925
C: -2.94096 -0.34315 -0.68957
C: -3.48834 -1.22678 0.42992
S: -2.72287 -2.87176 0.30031
C: -1.05008 -2.39563 0.23781
C: -0.04723 -3.32711 -0.08045
C: 1.23688 -2.85470 -0.16064
C: 1.44947 -1.48166 0.08115
C: 2.76831 -0.85342 -0.00279
C: 3.03287 0.32526 0.69735
C: 4.28595 0.89973 0.60103
C: 5.23911 0.27283 -0.19000
N: 4.99635 -0.83200 -0.87397
C: 3.79772 -1.37469 -0.78882
N: 0.44406 -0.68464 0.41717
N: -0.77050 -1.12715 0.49851
N: -2.61638 0.91759 -0.36021
C: -2.46374 1.45757 0.98005
C: -1.82428 2.82915 0.76205
C: -1.01314 2.61651 -0.51286
C: -1.96260 1.76585 -1.34562
H: -4.55374 -1.39762 0.27414
H: -3.30696 -0.83937 1.42765
H: -0.30081 -4.36120 -0.25195
H: 2.06230 -3.51232 -0.38481
H: 2.25448 0.76128 1.30505
H: 4.52292 1.80924 1.13106
H: 6.24023 0.67133 -0.28783
H: 3.65111 -2.25999 -1.39377
H: -1.79017 0.81466 1.55655
H: -3.43022 1.52949 1.48697
H: -2.59320 3.58469 0.59440
H: -1.21463 3.13294 1.61012
H: -0.11149 2.04594 -0.28894
H: -0.74094 3.54617 -1.00713
H: -2.71143 2.38399 -1.85402
H: -1.46491 1.14132 -2.08867



(6)
One molecule with the formula C15H16N4OS2. Source: the Open Molecules 2025 dataset; level of theory: wB97M-V/def2-TZVPD.

Computed properties:
lowest unoccupied orbital energy = 0.26 eV
structure (SMILES) = CC(C)(C)c1cc2ncnc(NNC(=O)c3cccs3)c2s1
2S+1 = 1

Cartesian coordinates (Å):
C: -3.14739 -2.48998 3.59477
C: -3.03201 -1.18830 2.79701
C: -4.18988 -1.10886 1.76739
C: -3.18893 0.04179 3.73307
C: -1.67841 -1.14661 2.04701
C: -0.46370 -1.48266 2.58015
C: 0.60611 -1.35729 1.63223
N: 1.90418 -1.59813 1.91133
C: 2.78198 -1.28326 0.96318
N: 2.42305 -0.86872 -0.27123
C: 1.12061 -0.72103 -0.54286
N: 0.77740 -0.35298 -1.84471
N: 1.76061 0.29320 -2.64860
C: 1.57550 1.42548 -3.41047
O: 0.41940 1.80264 -3.61202
C: 2.71894 2.20141 -3.91079
C: 2.64516 3.14327 -4.91988
C: 3.95805 3.70282 -5.22960
C: 4.95759 3.22166 -4.42540
S: 4.35644 2.02304 -3.29655
C: 0.18073 -0.92545 0.39111
S: -1.54089 -0.68574 0.35930
H: -4.14286 -2.55613 4.06871
H: -2.38619 -2.51201 4.35259
H: -3.04882 -3.38062 2.93146
H: -4.09294 -1.94225 1.06450
H: -5.18270 -1.23586 2.27394
H: -4.20892 -0.17854 1.18413
H: -2.58354 -0.11700 4.66482
H: -2.88825 0.92317 3.21287
H: -4.23360 0.16757 4.04330
H: -0.31370 -1.82821 3.60549
H: 3.81061 -1.56929 1.18597
H: -0.20591 -0.05596 -1.94494
H: 2.74161 0.07258 -2.42780
H: 1.73861 3.47960 -5.44161
H: 4.10014 4.44770 -6.00623
H: 5.95193 3.63895 -4.43163



Total energy for every record listed, in sequence, given in eV: -67602.47119 -104373.83980 -91428.11287 -42960.32183 -34657.39749 -45492.51048.